A 10-piece molecular cluster, C21H57F2N4O28S8 overall at a distorted geometry. Source: the Open Molecules 2025 dataset; level of theory: the ωB97M-V functional and the def2-TZVPD basis.

Output
* total charge: -1
* frontier orbital gap: 10.142 eV
* strongest force on any atom: 4.454 eV/A
* energy relative to the best compared isomer or geometry (same formula, charge and spin): 0.00 kJ/mol

The geometry in XYZ format:
```
120
C21H57F2N4O28S8 the ωB97M-V functional and the def2-TZVPD basis
N 1.387 0.858 -0.215
S 0.444 1.408 -1.379
O -0.524 2.402 -1.048
O 0.185 0.450 -2.410
F 1.581 2.282 -2.131
S 0.321 -0.312 0.331
O 0.154 -1.513 -0.411
O -0.823 0.157 1.033
F 1.326 -0.776 1.497
C -3.525 1.475 1.000
N -4.326 2.732 1.094
O -3.947 3.535 1.907
O -5.222 2.901 0.281
H -2.656 1.690 0.384
H -4.102 0.697 0.511
H -3.291 1.271 2.034
C 0.475 -1.549 -5.072
N 0.933 -0.723 -6.212
O 1.118 0.458 -6.038
O 1.233 -1.339 -7.223
H 1.096 -1.495 -4.185
H 0.395 -2.587 -5.388
H -0.564 -1.293 -4.868
C 3.950 -2.254 2.880
N 4.576 -1.656 4.098
O 4.397 -0.458 4.268
O 5.095 -2.382 4.922
H 2.882 -2.137 3.034
H 4.381 -3.236 2.744
H 4.211 -1.560 2.088
O -2.616 -3.648 2.090
S -3.901 -3.506 1.486
O -5.020 -3.198 2.311
O -3.836 -2.404 0.362
C -2.659 -2.322 -0.502
C -2.986 -2.829 -1.893
C -4.335 -5.002 0.599
H -1.873 -2.887 -0.010
H -2.452 -1.258 -0.577
H -4.004 -2.548 -2.182
H -3.005 -3.921 -1.921
H -2.348 -2.389 -2.656
H -3.460 -5.271 0.012
H -5.146 -4.738 -0.075
H -4.616 -5.720 1.360
O -4.231 2.289 4.432
S -3.422 1.465 5.276
O -2.402 2.084 6.054
O -4.286 0.628 6.332
C -5.492 0.050 5.827
C -6.285 -0.507 6.992
C -2.574 0.202 4.372
H -5.382 -0.683 5.021
H -6.098 0.825 5.347
H -6.535 0.348 7.625
H -5.749 -1.292 7.518
H -7.273 -0.856 6.688
H -1.871 -0.200 5.101
H -2.041 0.665 3.546
H -3.191 -0.647 4.077
O 0.078 3.011 4.917
S 0.114 3.024 3.505
O -0.997 2.632 2.700
O 0.561 4.518 3.135
C 0.620 4.801 1.724
C 1.924 5.505 1.393
C 1.582 2.143 2.970
H -0.217 5.439 1.441
H 0.556 3.898 1.115
H 2.094 5.534 0.315
H 2.733 4.915 1.832
H 1.982 6.539 1.727
H 2.029 2.652 2.121
H 1.357 1.129 2.646
H 2.247 2.068 3.826
O -0.257 6.048 -6.789
S -0.416 4.641 -6.590
O 0.724 3.787 -6.699
O -1.166 4.395 -5.204
C -0.337 3.968 -4.090
C 0.727 4.936 -3.655
C -1.708 4.040 -7.662
H 0.017 2.976 -4.391
H -1.000 3.695 -3.270
H 0.901 4.833 -2.582
H 0.291 5.940 -3.704
H 1.683 4.910 -4.168
H -1.184 3.536 -8.472
H -2.388 4.821 -7.975
H -2.198 3.254 -7.091
O 1.464 -7.441 1.036
S 1.786 -6.072 1.262
O 2.747 -5.626 2.220
O 2.176 -5.464 -0.159
C 2.515 -4.076 -0.233
C 2.301 -3.645 -1.661
C 0.255 -5.184 1.567
H 3.548 -3.838 0.003
H 1.844 -3.476 0.384
H 2.947 -4.116 -2.411
H 2.495 -2.577 -1.760
H 1.323 -3.764 -2.137
H 0.545 -4.170 1.828
H -0.229 -5.633 2.430
H -0.361 -5.255 0.678
O 4.982 -1.699 -0.204
S 5.648 -0.442 -0.409
O 6.955 -0.196 0.095
O 5.650 -0.119 -1.956
C 4.428 -0.291 -2.725
C 4.818 -0.899 -4.056
C 4.536 0.794 0.221
H 3.991 0.703 -2.830
H 3.735 -0.893 -2.142
H 5.418 -0.133 -4.540
H 3.901 -1.103 -4.615
H 5.303 -1.866 -3.956
H 3.852 0.362 0.946
H 3.908 1.105 -0.614
H 5.102 1.649 0.576
```